*A*
A single C3H6ClOP molecule. Source: OMol25; level of theory: the ωB97M-V functional and the def2-TZVPD basis.

Structure (XYZ):
```
12
Properties=species:S:1:pos:R:3
C 0.57 -0.43 -0.29
C -0.19 0.79 0.19
C -1.46 0.39 0.99
O -4.24 0.27 1.06
P -3.01 0.59 0.39
Cl -3.05 2.10 -0.80
H 1.30 -0.96 0.33
H -0.01 -1.39 -0.36
H 1.16 -0.22 -1.15
H 0.50 1.21 0.98
H -0.45 1.55 -0.51
H -1.37 -0.45 1.74
```

Results
Kohn-Sham gap   8.682 eV


*B*
A single C3H6ClOP molecule. Source: OMol25; level of theory: the ωB97M-V functional and the def2-TZVPD basis.

Structure (XYZ):
```
12
Properties=species:S:1:pos:R:3
C 1.41 1.15 -0.47
C 0.50 0.25 -0.91
C -1.05 -1.62 0.63
O 1.58 2.16 0.47
P -1.25 -0.49 -0.85
Cl -2.20 1.02 0.13
H 2.36 1.10 -1.00
H 0.78 2.27 1.00
H 0.93 -0.32 -1.74
H -0.24 -1.28 1.27
H -1.98 -1.62 1.19
H -0.85 -2.63 0.28
```

Results
Kohn-Sham gap   9.717 eV


Ranked by calculated energy, most stable first: *B*, *A*.